Version 1
Computed, not measured: C3H8N3O as an isolated structure, with ωB97M-V/def2-TZVPD.

Geometry as ORCA input:
```
! RIJCOSX wB97M-V def2-TZVPD def2/J DEFGRID3
* xyz 1 1
C 0.7708 -0.7353 0.5360
C -1.1010 -1.3190 -0.0454
C 0.0055 -0.5778 -0.7349
N -0.1270 -1.5805 1.0584
N 0.1139 -0.1366 -1.8923
N 0.5838 2.1385 0.7761
O 1.8770 -0.5507 0.8734
H -1.9303 -0.6711 0.1655
H -1.6628 -2.1397 -0.4602
H -0.0930 -2.0781 1.8549
H -0.6736 -0.2148 -2.6453
H 0.9858 0.3811 -2.1170
H 0.6645 2.7619 0.0663
H 0.9882 2.6606 1.6090
H -0.4018 2.0616 0.9555
*
```

Properties
E_HOMO = -14.010 eV


Version 2
Computed, not measured: an isolated ion of composition C3H8N3O and charge +1, with ωB97M-V/def2-TZVPD.

Geometry as ORCA input:
```
! RIJCOSX wB97M-V def2-TZVPD def2/J DEFGRID3
* xyz 1 1
C 0.3602 -0.7404 0.3791
C 0.6543 -1.3842 -0.9785
C 0.5734 0.4745 -2.2710
N 0.9262 -1.2633 1.4013
N -0.5744 0.2264 0.2048
N -0.7917 0.9610 1.3960
O 1.3183 -0.3635 -1.6838
H 1.3991 -2.1466 -0.9735
H -0.1945 -1.7130 -1.4567
H -0.5253 0.2396 -2.6447
H 0.9740 1.4244 -2.3819
H 0.7452 -1.3253 2.3643
H -1.8373 0.8480 1.7087
H -0.7885 1.8956 1.0613
H 0.0344 0.8581 1.9936
*
```

Properties
E_HOMO = -12.704 eV


Result of the stability comparison: version 2 is the least stable of them.


Version 1
Computed, not measured: C2H10N4 as an isolated structure, with ωB97M-V/def2-TZVPD.

Geometry as ORCA input:
```
! RIJCOSX wB97M-V def2-TZVPD def2/J DEFGRID3
* xyz 0 1
C -0.4924 0.1944 0.3209
C -0.6008 -1.1922 0.8809
N -0.8836 0.4201 -0.9468
N -0.6364 1.2233 1.2193
N 1.6101 0.0304 -0.2719
N -0.2220 -0.4322 -1.8767
H -0.9141 1.4113 -1.1845
H -0.3519 1.0055 2.1605
H -0.3122 2.1308 0.9214
H 2.1901 -0.7165 0.0880
H 2.1092 0.9093 -0.2037
H -0.5340 -0.1601 -2.8027
H 0.9512 -0.2420 -1.3576
H 0.1386 -1.3440 1.6655
H -0.4474 -1.9168 0.0875
H -1.6042 -1.3212 1.3000
*
```

Properties
E_HOMO = -7.009 eV


Version 2
Computed, not measured: a 2-piece molecular cluster, C2H10N4 overall, with ωB97M-V/def2-TZVPD.

Geometry as ORCA input:
```
! RIJCOSX wB97M-V def2-TZVPD def2/J DEFGRID3
* xyz 0 1
H 0.6278 -0.9508 2.6747
N 0.9873 -0.0715 2.2479
C 0.0016 0.5824 1.7380
N 0.2991 1.8915 1.4636
H -0.9906 0.1526 1.4502
H 0.8583 2.1673 0.6663
H -0.5825 2.4376 1.4148
N 0.6030 -1.6143 -1.3264
C -0.1095 -0.4723 -1.9569
N -1.4694 -0.1463 -1.5828
H -0.0068 -2.1933 -0.7620
H 1.0641 -2.2054 -2.0669
H 0.0479 -0.4240 -3.0365
H 0.5445 0.3845 -1.7485
H -1.6773 -0.0708 -0.6608
H -2.1773 -0.3741 -2.2345
*
```

Properties
E_HOMO = -9.049 eV
structure (SMILES) = [H]/N=C/N.NCN


Version 3
Computed, not measured: a 2-piece molecular cluster, C2H10N4 overall, with ωB97M-V/def2-TZVPD.

Geometry as ORCA input:
```
! RIJCOSX wB97M-V def2-TZVPD def2/J DEFGRID3
* xyz 0 1
H -1.9578 -0.5469 2.6642
N -0.9793 -0.6532 2.4432
C -0.5403 -1.7888 2.8410
N 0.6913 -2.1735 2.4627
H -1.1381 -2.5795 3.3052
H 1.1414 -3.0075 2.7754
H 1.2090 -1.5585 1.8654
N -0.7532 0.6359 -2.1874
C 0.5290 1.2610 -2.5082
N 0.9610 2.2115 -1.5128
H -0.7020 0.0353 -1.3836
H -1.6689 0.9667 -2.4848
H 1.3152 0.4025 -2.4820
H 0.4394 1.7579 -3.4677
H 0.6038 3.1305 -1.7731
H 0.8494 1.9067 -0.5576
*
```

Properties
E_HOMO = -8.306 eV
structure (SMILES) = [H]/N=C/N.NCN


Result of the stability comparison: version 1 is the least stable of them.


Version 1
Computed, not measured: a 2-piece molecular cluster, S2 overall, with ωB97M-V/def2-TZVPD.

Geometry as ORCA input:
```
! RIJCOSX wB97M-V def2-TZVPD def2/J DEFGRID3
* xyz -1 2
S -0.1632 0.9309 1.5523
S 0.1632 -0.9309 -1.5523
*
```

Properties
E_HOMO (spin up / spin down) = -4.090 / -2.821 eV
<S²> = 0.760


Version 2
Computed, not measured: an isolated ion of composition S2 and charge -1, with ωB97M-V/def2-TZVPD.

Geometry as ORCA input:
```
! RIJCOSX wB97M-V def2-TZVPD def2/J DEFGRID3
* xyz -1 2
S 0.0000 0.0000 0.9934
S 0.0000 0.0000 -0.9934
*
```

Properties
E_HOMO (spin up / spin down) = -1.985 / -1.725 eV
<S²> = 0.755


Result of the stability comparison: version 1 is the least stable of them.


Version 1
Computed, not measured: an isolated molecule of C3H5IN2, with ωB97M-V/def2-TZVPD.

Geometry as ORCA input:
```
! RIJCOSX wB97M-V def2-TZVPD def2/J DEFGRID3
* xyz 0 1
I 1.9714 -0.0745 1.9161
N 0.9651 0.5223 0.1253
C 0.3249 -0.8255 -0.7016
C -1.0226 -0.8594 -0.1160
N -1.3700 0.2321 0.4804
C -0.2748 1.2018 0.3685
H 0.8737 -1.7673 -0.5100
H 0.5088 -0.4157 -1.7062
H -1.6466 -1.6792 -0.3859
H -0.2620 1.7078 -0.6274
H -0.0679 1.9576 1.1568
*
```

Properties
E_HOMO = -8.901 eV
structure (SMILES) = IN1CC=NC1


Version 2
Computed, not measured: a 2-piece molecular cluster, C3H5IN2 overall, with ωB97M-V/def2-TZVPD.

Geometry as ORCA input:
```
! RIJCOSX wB97M-V def2-TZVPD def2/J DEFGRID3
* xyz 0 1
C -0.4879 -2.2567 0.6408
C 1.0208 2.3725 -0.7162
C -1.1994 -1.1214 0.6258
N 1.2815 1.1589 -0.3597
N 1.5794 0.1568 0.1225
I -2.7028 -0.6305 -0.8959
H 0.3294 -2.2252 1.3476
H -0.5149 -2.7989 -0.2637
H 0.9235 3.3163 -0.0561
H 0.7904 2.3770 -1.7305
H -1.0200 -0.3489 1.2854
*
```

Properties
E_HOMO = -8.631 eV


Result of the stability comparison: version 2 is the least stable of them.


Version 1
Computed, not measured: C34H24Cl4N6O2S3V as an isolated structure, with ωB97M-V/def2-TZVPD.

Geometry as ORCA input:
```
! RIJCOSX wB97M-V def2-TZVPD def2/J DEFGRID3
* xyz -2 4
V -0.6272 -0.2845 -0.1171
C 3.3118 -0.1675 -0.7814
N 2.6098 0.7860 0.0688
C 2.2309 1.9398 -0.7530
C 1.1935 2.8500 -0.1186
N -0.2036 2.5034 -0.4651
C -0.4977 2.9226 -1.8388
C -1.0896 3.2280 0.4237
C -1.0266 4.6170 0.4425
C -1.8441 5.3708 1.2654
C -2.7601 4.7180 2.0789
C -2.8466 3.3415 2.0516
C -2.0216 2.5656 1.2251
S -2.2755 0.8452 1.2056
C 3.4040 1.1819 1.2221
C 4.7506 1.4835 1.0128
C 5.6001 1.8572 2.0403
C 5.0697 1.9384 3.3263
C 3.7357 1.6645 3.5394
C 2.8348 1.2923 2.5112
S 1.1610 1.0230 2.8782
H 4.1276 0.2865 -1.3657
H 2.6097 -0.6166 -1.4811
H 3.7308 -0.9610 -0.1648
H 1.8747 1.5416 -1.7027
H 3.1269 2.5446 -0.9630
H 1.3920 3.8849 -0.4280
H 1.2762 2.7945 0.9695
H -0.2100 3.9705 -2.0096
H -1.5670 2.8192 -2.0296
H 0.0255 2.2923 -2.5373
H -0.3032 5.1178 -0.1918
H -1.7628 6.4504 1.2747
H -3.4106 5.2840 2.7356
H -3.5651 2.8283 2.6785
H 5.1491 1.4211 0.0075
H 6.6428 2.0764 1.8423
H 5.7001 2.2187 4.1643
H 3.3200 1.7349 4.5372
S -5.1602 -6.0394 1.5415
N -5.2060 -4.9684 0.2735
C -4.1645 -4.1495 0.4448
C -3.7950 -3.0700 -0.4166
C -4.4898 -2.7282 -1.5889
C -4.0572 -1.6915 -2.3716
C -2.9091 -0.9722 -1.9782
N -2.2440 -1.2632 -0.8886
C -2.6549 -2.2938 -0.0943
C -1.9021 -2.5492 1.0706
N -0.8432 -1.7238 1.3319
C -0.0625 -1.9732 2.3531
C -0.3069 -3.0428 3.2350
C -1.3898 -3.8535 3.0201
C -2.2261 -3.6280 1.9145
C -3.3764 -4.4357 1.6066
N -3.8079 -5.4687 2.3220
H -5.3642 -3.3081 -1.8581
H -4.5684 -1.4159 -3.2833
H -2.5205 -0.1497 -2.5668
H 0.7557 -1.2781 2.5134
H 0.3562 -3.1861 4.0759
H -1.6203 -4.6771 3.6845
Cl 1.8501 -1.5703 -6.3789
C 1.4033 -1.7843 -4.7154
C 1.5701 -3.0069 -4.0892
Cl 2.2306 -4.3481 -4.9714
C 1.2130 -3.1760 -2.7437
Cl 1.4501 -4.6837 -1.9262
C 0.6743 -2.1186 -2.0108
O 0.3660 -2.1360 -0.7547
C 0.4734 -0.8798 -2.6775
O -0.0210 0.0686 -1.9004
C 0.8608 -0.7074 -3.9907
Cl 0.6206 0.8431 -4.7361
*
```

Properties
E_HOMO (spin up / spin down) = -0.442 / -1.868 eV
<S²> = 3.800


Version 2
Computed, not measured: C34H24Cl4N6O2S3V as an isolated structure, with ωB97M-V/def2-TZVPD.

Geometry as ORCA input:
```
! RIJCOSX wB97M-V def2-TZVPD def2/J DEFGRID3
* xyz -2 4
V 0.0236 1.0234 0.2854
C -1.5588 -3.1532 2.2651
N -1.9418 -2.4742 1.0517
C -1.9675 -3.2838 -0.1400
C -0.5953 -3.8397 -0.5139
N 0.4738 -2.8635 -0.7045
C 1.7349 -3.3797 -0.2069
C 0.5646 -2.2949 -2.0161
C 1.4315 -2.8764 -2.9447
C 1.6083 -2.3609 -4.2170
C 0.8856 -1.2376 -4.5913
C 0.0116 -0.6585 -3.6874
C -0.1695 -1.1485 -2.3837
S -1.2956 -0.2814 -1.3421
C -2.9657 -1.5070 1.1846
C -4.2452 -1.7514 0.6889
C -5.2394 -0.7850 0.7387
C -4.9617 0.4505 1.3012
C -3.6946 0.7042 1.8070
C -2.6789 -0.2510 1.7615
S -1.0726 0.1771 2.3526
H -2.2154 -4.0165 2.4874
H -1.6011 -2.4535 3.0965
H -0.5293 -3.5147 2.1997
H -2.3402 -2.6613 -0.9526
H -2.6404 -4.1621 -0.0465
H -0.7197 -4.4656 -1.4134
H -0.2702 -4.5165 0.2801
H 2.0266 -4.3528 -0.6400
H 1.6634 -3.5124 0.8745
H 2.5337 -2.6673 -0.4085
H 1.9988 -3.7522 -2.6526
H 2.3100 -2.8259 -4.8990
H 1.0109 -0.8019 -5.5759
H -0.5485 0.2257 -3.9645
H -4.4574 -2.7122 0.2348
H -6.2204 -0.9968 0.3285
H -5.7140 1.2300 1.3239
H -3.4537 1.6809 2.2087
S 7.2784 0.1749 -2.1282
N 5.9915 0.9838 -2.8130
C 4.9518 0.7574 -2.0017
C 3.6252 1.2714 -2.1924
C 3.2634 2.0888 -3.2748
C 1.9757 2.5509 -3.3798
C 1.0407 2.2007 -2.3966
N 1.3580 1.4336 -1.3767
C 2.6133 0.9503 -1.2604
C 2.9007 0.1211 -0.1333
N 1.8864 -0.1462 0.7239
C 2.1201 -0.8698 1.7979
C 3.3949 -1.3813 2.0885
C 4.4338 -1.1342 1.2291
C 4.2126 -0.3644 0.0746
C 5.2436 -0.0526 -0.8720
N 6.5158 -0.4659 -0.7915
H 4.0226 2.3388 -4.0051
H 1.6700 3.1824 -4.2033
H 0.0115 2.5401 -2.4259
H 1.2636 -1.0513 2.4368
H 3.5361 -1.9665 2.9878
H 5.4325 -1.5103 1.4126
Cl -3.0842 6.6846 2.2151
C -1.8837 5.4582 1.9495
C -0.6724 5.5110 2.6192
Cl -0.3409 6.8078 3.7264
C 0.2912 4.5115 2.4068
Cl 1.8188 4.5563 3.2226
C 0.0451 3.4615 1.5360
O 0.8839 2.4955 1.2526
C -1.2037 3.4094 0.8418
O -1.3514 2.4178 0.0007
C -2.1458 4.4089 1.0555
Cl -3.6484 4.3038 0.2029
*
```

Properties
E_HOMO (spin up / spin down) = -0.381 / -2.541 eV
<S²> = 3.793


Result of the stability comparison: version 1 is the least stable of them.


Version 1
Computed, not measured: an isolated ion of composition C3H7O2 and charge +1, with ωB97M-V/def2-TZVPD.

Geometry as ORCA input:
```
! RIJCOSX wB97M-V def2-TZVPD def2/J DEFGRID3
* xyz 1 1
C -1.9760 0.1844 -0.2338
C 1.3435 0.5949 -0.0684
C 0.3943 -0.3104 0.6003
O 0.1670 -1.4824 0.0745
O -1.0202 0.5993 0.3844
H -2.8791 0.8516 -0.5441
H -1.8056 -0.9426 -0.5717
H 1.5671 0.2333 -1.0499
H 2.3022 0.2680 0.5327
H 1.0186 1.6900 -0.0318
H 0.3524 -0.2658 1.7349
H 0.5360 -1.4204 -0.8272
*
```

Properties
E_HOMO = -17.107 eV


Version 2
Computed, not measured: a 2-piece molecular cluster, C3H7O2 overall, with ωB97M-V/def2-TZVPD.

Geometry as ORCA input:
```
! RIJCOSX wB97M-V def2-TZVPD def2/J DEFGRID3
* xyz 1 1
C -0.2962 -0.0752 -0.1888
C -0.5459 0.1972 -1.5441
C -0.7127 -0.8103 0.9271
O 2.0035 0.8710 1.4089
O 1.3603 1.3971 0.4205
H 0.0873 0.8134 -2.0974
H -0.6210 -0.7740 -2.0802
H -1.5126 0.5643 -1.5955
H 0.1389 -1.1785 1.4450
H -1.5721 -1.5180 0.5031
H -1.1903 -0.1051 1.7677
H 2.8607 0.6181 1.0337
*
```

Properties
E_HOMO (spin up / spin down) = -15.314 / -14.411 eV


Result of the stability comparison: version 2 is the least stable of them.


Version 1
Computed, not measured: a 2-piece molecular cluster, C2H10NOS overall, with ωB97M-V/def2-TZVPD.

Geometry as ORCA input:
```
! RIJCOSX wB97M-V def2-TZVPD def2/J DEFGRID3
* xyz 1 1
C -0.6314 0.2687 -0.7771
C -1.7172 0.0649 0.2691
S -1.1163 -0.0938 2.0043
N 0.4480 -0.7855 -0.8853
H -0.1723 1.2330 -0.6499
H -1.1970 0.3336 -1.7856
H -2.5359 -0.6442 -0.0196
H -2.1551 0.9786 0.3287
H -0.8461 -1.3387 2.2070
H 0.2893 -1.5393 -0.2518
H 1.3674 -0.3772 -0.5866
H 0.7189 -1.3360 -1.8311
H 3.2156 1.4468 0.6768
H 2.1070 0.5192 0.8578
O 2.2251 1.2697 0.4432
*
```

Properties
E_HOMO = -13.460 eV


Version 2
Computed, not measured: a 2-piece molecular cluster, C2H10NOS overall, with ωB97M-V/def2-TZVPD.

Geometry as ORCA input:
```
! RIJCOSX wB97M-V def2-TZVPD def2/J DEFGRID3
* xyz 1 1
C -0.4279 -0.8775 -0.1235
C -1.5080 -0.0123 0.4536
S -3.1232 -0.2689 -0.4062
N 0.9156 -0.5196 0.6543
H -0.5392 -1.9474 0.0220
H -0.1502 -0.6166 -1.1392
H -1.6295 -0.1168 1.5359
H -1.2689 1.0475 0.3224
H -2.5659 -1.0408 -1.3632
H 1.5328 -1.2974 0.9085
H 1.3692 0.2026 0.0682
H 0.5367 -0.1953 1.5433
H 2.9700 1.6413 -1.1421
H 1.8171 2.4440 -0.5247
O 2.0713 1.5570 -0.8093
*
```

Properties
E_HOMO = -12.909 eV


Result of the stability comparison: version 1 is the least stable of them.


Version 1
Computed, not measured: an isolated ion of composition C3H2O3P and charge -1, with ωB97M-V/def2-TZVPD.

Geometry as ORCA input:
```
! RIJCOSX wB97M-V def2-TZVPD def2/J DEFGRID3
* xyz -1 1
O 0.8742 -1.3685 -1.8594
C 0.4741 -0.6743 -0.8732
C -0.8019 -0.7733 -0.4045
P -1.1793 0.6861 0.4225
C 0.6451 1.0152 0.5750
O 1.2099 1.7903 1.2788
O 1.2937 0.1900 -0.1795
H -1.5685 -1.4687 -0.8194
H -0.9472 0.6032 1.8598
*
```

Properties
E_HOMO = -3.228 eV
structure (SMILES) = O=C1C=[PH]=C([O-])O1


Version 2
Computed, not measured: an isolated ion of composition C3H2O3P and charge -1, with ωB97M-V/def2-TZVPD.

Geometry as ORCA input:
```
! RIJCOSX wB97M-V def2-TZVPD def2/J DEFGRID3
* xyz -1 1
O -0.5073 1.5391 2.3782
C -0.0265 1.1988 1.3531
C 0.8055 0.6821 0.5053
P 0.7585 -0.2671 -1.0756
C -1.1754 -0.9893 -0.9652
O -1.3041 -1.8783 -1.7576
O -1.8718 -0.2382 -0.2870
H 1.6348 1.3043 0.4613
H 1.6864 -1.3513 -0.6125
*
```

Properties
E_HOMO = -3.532 eV
structure (SMILES) = O=C=CPC(=O)[O-]


Result of the stability comparison: version 2 is the least stable of them.


Version 1
Computed, not measured: a 2-piece molecular cluster, CH2NOS3 overall, with ωB97M-V/def2-TZVPD.

Geometry as ORCA input:
```
! RIJCOSX wB97M-V def2-TZVPD def2/J DEFGRID3
* xyz -1 1
C 2.2346 -0.5013 -0.0469
N -0.6753 0.7098 0.3538
O 1.7750 -0.3263 -1.1477
S 2.4436 -0.6045 1.5275
S -3.1623 -0.8287 -0.2282
S -2.1322 0.7815 -0.6857
H 0.0148 1.0780 -0.2080
H -0.4981 -0.3086 0.4351
*
```

Properties
E_HOMO = -1.669 eV


Version 2
Computed, not measured: a 2-piece molecular cluster, CH2NOS3 overall, with ωB97M-V/def2-TZVPD.

Geometry as ORCA input:
```
! RIJCOSX wB97M-V def2-TZVPD def2/J DEFGRID3
* xyz -1 1
C 0.4162 -2.0485 3.4832
N 0.0015 0.9732 -2.8332
O 0.9955 -3.0057 3.1374
S -0.6237 -1.2352 4.3761
S -0.6317 1.9730 -0.0671
S -1.0070 2.0622 -2.0243
H 0.1099 0.0089 -2.5749
H 0.7391 1.2722 -3.4972
*
```

Properties
E_HOMO = -1.709 eV


Result of the stability comparison: version 2 is the least stable of them.